C3H5NO2S | ωB97M-V/def2-TZVPD

**SMILES**: C=NOCC(=O)S
**LUMO**: 0.74 eV
**Multiplicity**: 1
**HOMO**: -9.64 eV
**Kohn-Sham gap**: 10.4 eV

Positions of all 12 atoms, in Å:
C: 1.89744 -2.06091 -0.30223
N: 1.65931 -0.93138 0.19300
O: 0.43236 -0.87766 0.87751
C: 0.14685 0.43650 1.32159
C: -0.72411 1.08066 0.22693
O: -0.93456 2.26724 0.20500
S: -1.14607 0.06995 -1.14857
H: 1.18330 -2.87135 -0.16310
H: 2.83202 -2.11434 -0.83655
H: -0.44523 0.39532 2.24453
H: 1.06878 1.03724 1.33108
H: -1.82029 1.09943 -1.68760

C3H5NO2S | ωB97M-V/def2-TZVPD

**SMILES**: CC(=O)SNC=O
**LUMO**: -0.03 eV
**Multiplicity**: 1
**HOMO**: -9.11 eV
**Kohn-Sham gap**: 9.1 eV

Positions of all 12 atoms, in Å:
C: -1.55219 1.32999 -1.90256
C: -1.00049 0.28815 -1.03989
O: -1.61090 -0.77518 -0.69834
S: 0.55188 0.85172 -0.40631
N: 0.44006 -0.30715 0.83291
C: 1.43968 -0.72449 1.68123
O: 1.41554 -1.84584 2.20078
H: -1.30115 2.42153 -1.45651
H: -2.59248 1.05406 -1.89714
H: -1.30062 1.29281 -3.11595
H: -0.50963 -0.81404 0.71455
H: 2.03427 0.17458 1.97348

C3H5NO2S | ωB97M-V/def2-TZVPD

**LUMO**: 0.64 eV
**Multiplicity**: 1
**HOMO**: -9.84 eV
**Kohn-Sham gap**: 10.5 eV

Positions of all 12 atoms, in Å:
C: -0.92745 1.57006 -0.19154
C: 1.35515 -0.68269 -0.20321
C: 0.31861 -0.14348 0.66418
N: 0.18594 1.33626 0.18519
O: -1.49327 -1.89004 -0.45548
O: -1.91664 0.70636 -0.16600
S: -1.47096 -0.82830 0.52000
H: -1.22370 2.55947 -0.66190
H: 0.93309 -1.45274 -0.88427
H: 2.06988 -1.17864 0.28606
H: 1.80308 0.08385 -0.92309
H: 0.36626 -0.08012 1.83007

C3H5NO2S | ωB97M-V/def2-TZVPD

**LUMO**: 0.34 eV
**Multiplicity**: 1
**HOMO**: -11.02 eV
**Kohn-Sham gap**: 11.4 eV

Positions of all 12 atoms, in Å:
C: 1.45352 0.95705 0.59877
C: 0.71382 -0.33552 0.26249
C: -0.74713 -0.22014 -0.04181
N: 1.81560 0.96145 1.81259
O: 0.13125 -0.77549 3.00780
O: 2.31865 -1.52458 2.26721
S: 1.23247 -0.61723 2.08629
H: 1.67691 1.82645 -0.13541
H: 1.16822 -0.69119 -0.56804
H: -1.41668 0.32015 0.60755
H: -1.29533 -1.18321 0.00314
H: -0.78374 0.26473 -0.99753

C3H5NO2S | ωB97M-V/def2-TZVPD

**LUMO (alpha / beta)**: -1.32 / -1.76 eV
**Multiplicity**: 1
**HOMO (alpha / beta)**: -9.30 / -9.80 eV
**Kohn-Sham gap (alpha / beta)**: 8.0 / 8.0 eV

Positions of all 12 atoms, in Å:
C: -0.34851 -0.35487 -0.62540
C: 0.83110 -0.22089 0.22812
C: -1.71872 -0.06236 -0.08930
N: 2.03828 0.50728 0.06274
O: 3.07471 -0.03067 0.38157
O: 1.92192 1.62803 -0.38853
S: 0.50595 -1.88448 -0.01483
H: -0.23454 -0.17736 -1.69309
H: 0.10389 0.53710 2.00247
H: -2.47428 -0.63961 -0.61805
H: -1.93151 0.99744 -0.21769
H: -1.76829 -0.29960 0.97197

C3H5NO2S | ωB97M-V/def2-TZVPD

**LUMO (alpha / beta)**: -0.85 / -0.85 eV
**Multiplicity**: 1
**HOMO (alpha / beta)**: -9.61 / -9.61 eV
**Kohn-Sham gap (alpha / beta)**: 8.8 / 8.8 eV

Positions of all 12 atoms, in Å:
C: -0.34212 -0.29319 0.03282
C: 0.76956 -0.88899 0.81634
C: 0.15230 0.38627 -1.17896
N: -1.50876 -0.34836 0.46689
O: 3.05336 -1.01005 -0.71888
O: 2.84549 1.02926 0.63202
S: 2.17783 -0.05462 -0.06788
H: 0.86517 -0.60052 1.88159
H: 0.82588 -1.93017 0.89966
H: 0.24194 -0.20046 -2.09263
H: -0.39548 1.30513 -1.37344
H: -2.07962 0.31074 -0.03246

C3H5NO2S2 | ωB97M-V/def2-TZVPD

**LUMO**: 0.37 eV
**Multiplicity**: 1
**HOMO**: -9.58 eV
**Kohn-Sham gap**: 10.0 eV

Positions of all 13 atoms, in Å:
C: -1.22596 0.03301 -0.20594
C: -0.66030 0.84989 0.96845
C: 1.09795 -0.18276 -0.80686
N: -0.25146 -0.44933 -1.07551
O: -2.39482 -0.11879 -0.39950
O: 0.76274 2.25403 -0.83814
S: 2.00859 -1.50932 0.13445
S: 1.01978 1.37707 0.23837
H: -1.20478 1.78127 1.09576
H: -0.59280 0.24392 1.82630
H: 1.74337 0.02703 -1.69989
H: -0.53892 -1.21119 -1.77401
H: 1.38472 -1.91364 1.26135

C3H5NO2S2 | ωB97M-V/def2-TZVPD

**SMILES**: CSC(=S)O/C=N/O
**LUMO**: 0.02 eV
**Multiplicity**: 1
**HOMO**: -9.07 eV
**Kohn-Sham gap**: 9.1 eV

Positions of all 13 atoms, in Å:
C: -1.80930 -1.58355 0.07667
S: -2.60497 0.06227 -0.10888
C: -1.27302 1.08220 0.01562
S: -1.42607 2.68147 0.01693
O: -0.11117 0.36359 -0.04317
C: 1.19297 0.92304 -0.00729
N: 2.10290 0.02331 0.04894
O: 3.40954 0.53534 -0.05437
H: -1.02742 -1.65681 0.89016
H: -1.24167 -1.77256 -0.85539
H: -2.53709 -2.44312 0.28464
H: 1.26894 1.97693 0.06789
H: 4.05637 -0.19212 -0.33177

C3H5NO2S2 | ωB97M-V/def2-TZVPD

**SMILES**: CONC(=S)C(=O)S
**LUMO**: -0.46 eV
**Multiplicity**: 1
**HOMO**: -8.74 eV
**Kohn-Sham gap**: 8.3 eV

Positions of all 13 atoms, in Å:
C: -1.70128 0.68049 0.75043
O: -1.35625 -0.02223 -0.56227
N: -0.54218 -1.15984 -0.42003
C: 0.63569 -1.00837 -0.18503
S: 1.60543 -2.34338 0.20252
C: 1.34220 0.30193 -0.64839
O: 0.88781 1.31288 -0.00985
S: 2.88439 0.37928 -1.39480
H: -0.83414 0.34991 1.71355
H: -2.78905 0.09156 0.95934
H: -2.07910 1.91614 0.63380
H: -0.98983 -2.14065 0.00334
H: 2.93632 1.64228 -1.04261

C3H5NO3 | ωB97M-V/def2-TZVPD

**SMILES**: C[C@]1([N+](=O)[O-])CO1
**LUMO**: -0.18 eV
**Multiplicity**: 1
**HOMO**: -10.76 eV
**Kohn-Sham gap**: 10.6 eV

Positions of all 12 atoms, in Å:
C: -0.33850 -0.55362 0.96108
C: 1.08039 0.10363 -0.10186
N: 2.12571 0.71522 0.64968
O: 3.26193 0.81211 0.24928
O: 1.70995 1.20325 1.68760
C: 0.59735 0.62681 -1.37689
O: 1.24430 -0.61778 -1.24561
H: -0.44043 0.15121 1.72479
H: 0.15024 -1.30172 1.53010
H: -1.06164 -0.85345 0.10580
H: -0.44685 0.40188 -1.76617
H: 1.29617 1.23030 -1.99363

C3H5NO3 | ωB97M-V/def2-TZVPD

**SMILES**: CN(O)C(=O)C=O
**LUMO**: -0.38 eV
**Multiplicity**: 1
**HOMO**: -9.50 eV
**Kohn-Sham gap**: 9.1 eV

Positions of all 12 atoms, in Å:
C: -1.16475 0.81213 1.15063
N: -0.23646 0.39791 0.13337
O: 0.71319 1.40327 -0.13614
C: 0.07108 -0.91886 -0.14085
O: -0.65693 -1.85167 0.21477
C: 1.21994 -1.22463 -1.10836
O: 1.64436 -0.45312 -1.93432
H: -1.95297 0.07416 1.11024
H: -0.67705 0.94733 2.11237
H: -1.57198 1.80602 0.76383
H: 0.98407 1.27747 -1.09239
H: 1.62750 -2.27001 -1.07315

C3H5NO3 | ωB97M-V/def2-TZVPD

**SMILES**: C=C(C)O[N+](=O)[O-]
**LUMO**: 0.67 eV
**Multiplicity**: 1
**HOMO**: -10.87 eV
**Kohn-Sham gap**: 11.5 eV

Positions of all 12 atoms, in Å:
C: -0.22100 1.37878 -0.34773
C: 0.48705 0.40254 0.11756
C: 0.08626 -0.98138 0.37660
O: 2.06563 0.75377 0.48081
N: 3.02790 0.12897 -0.18120
O: 2.74084 -0.56768 -1.14000
O: 4.12615 0.36594 0.27640
H: 0.25026 2.35608 -0.66590
H: -1.25791 1.19423 -0.34277
H: -0.95653 -0.98721 0.93365
H: 0.03038 -1.36832 -0.58604
H: 0.74284 -1.48862 0.93779

C3H5NO3 | ωB97M-V/def2-TZVPD

**LUMO (alpha / beta)**: 0.82 / -2.59 eV
**Multiplicity**: 3
**HOMO (alpha / beta)**: -10.51 / -10.33 eV
**Kohn-Sham gap (alpha / beta)**: 11.3 / 7.7 eV
**<S²>**: 2.011

Positions of all 12 atoms, in Å:
C: -1.57785 -0.84996 0.34520
C: -0.85347 0.23781 -1.77855
C: 1.74850 0.54781 1.00078
N: -0.95569 0.06112 -0.46031
O: -1.24350 -1.18649 1.45851
O: -0.37542 1.13127 -2.40318
O: 0.59587 1.27376 0.88000
H: -2.55122 -1.35083 -0.07243
H: -1.32629 -0.69845 -2.24256
H: 1.72475 -0.55197 0.98562
H: 2.24007 0.76425 1.97010
H: 2.57424 0.62168 0.31681

C3H5NO4 | ωB97M-V/def2-TZVPD

**LUMO**: 0.25 eV
**Multiplicity**: 1
**HOMO**: -10.51 eV
**Kohn-Sham gap**: 10.8 eV

Positions of all 13 atoms, in Å:
C: -0.23648 -0.29297 0.24721
C: -0.61986 0.55747 -0.94447
C: 0.88384 0.18094 0.91351
H: 0.84568 -1.90903 -0.41610
H: -0.41835 -2.18762 0.98178
H: -1.09272 -0.02684 0.98209
H: -0.85954 0.74359 -2.60784
H: 0.32391 2.00623 0.93339
N: -0.37068 -1.64386 -0.00326
O: -1.04284 -0.02033 -1.99569
O: -0.09886 1.78400 -0.80314
O: 0.81510 1.42565 1.54025
O: 1.87081 -0.61723 1.17227

C3H5NOS | ωB97M-V/def2-TZVPD

**LUMO**: 0.83 eV
**Multiplicity**: 1
**HOMO**: -9.51 eV
**Kohn-Sham gap**: 10.3 eV

Positions of all 11 atoms, in Å:
C: -0.97583 0.53208 0.19577
C: -0.72756 -0.95172 0.14342
C: 0.43264 0.70575 -0.42561
N: 0.64782 -0.74679 -0.68764
O: 3.01962 0.18890 -0.16018
S: 1.74003 -0.10789 0.46404
H: -1.85578 1.22071 -0.20442
H: -0.95212 0.77730 1.21019
H: -0.51762 -1.32477 1.12694
H: -1.33575 -1.70069 -0.40508
H: 0.52455 1.40713 -1.25743

C3H5NOS | ωB97M-V/def2-TZVPD

**LUMO**: 0.25 eV
**Multiplicity**: 1
**HOMO**: -9.14 eV
**Kohn-Sham gap**: 9.4 eV

Positions of all 11 atoms, in Å:
C: -0.01812 -0.06295 -1.19897
C: 0.02158 0.82825 0.08295
C: 1.09532 0.24575 1.02779
H: -0.88076 -1.90529 -1.87591
H: -1.42754 -0.89220 -0.14678
H: -0.07568 1.93246 -0.12288
H: 1.69745 -0.59255 0.75603
H: 1.76026 0.89615 1.64206
N: -0.35976 -1.35545 -0.96807
O: 0.61450 0.40856 -2.18198
S: -0.62900 0.04468 1.53182

C3H5NOS | ωB97M-V/def2-TZVPD

**SMILES**: c1cscn1.O
**LUMO**: 0.63 eV
**Multiplicity**: 1
**HOMO**: -9.11 eV
**Kohn-Sham gap**: 9.7 eV

Positions of all 11 atoms, in Å:
C: -1.31553 -1.12450 -0.28624
C: -1.46343 0.05777 -0.93889
S: -0.80005 1.33778 -0.00447
C: -0.37688 0.16128 1.19803
N: -0.70368 -1.04276 0.91769
H: -1.63431 -2.08557 -0.64540
H: -1.91885 0.24983 -1.88776
H: 0.13056 0.45563 2.09288
O: 2.38245 0.50934 0.00401
H: 3.18612 0.74797 0.47003
H: 2.51358 0.73323 -0.91989

C3H5NOS | ωB97M-V/def2-TZVPD

**LUMO (alpha / beta)**: -0.35 / -2.78 eV
**Multiplicity**: 3
**HOMO (alpha / beta)**: -5.14 / -8.18 eV
**Kohn-Sham gap (alpha / beta)**: 4.8 / 5.4 eV
**<S²>**: 2.014

Positions of all 11 atoms, in Å:
C: 1.05143 0.28929 -0.41186
C: 1.62721 -1.91001 0.65518
C: -1.44314 1.58532 0.21163
N: 1.39330 -0.82808 -0.04113
O: -2.96890 0.14210 -1.20889
S: -2.59715 0.48083 0.16416
H: 1.41908 0.74847 -1.27158
H: 1.12099 -2.84473 0.26881
H: -0.96549 1.75807 1.13513
H: -1.25033 2.34622 -0.63070
H: 2.61300 -1.76748 1.12926

C3H5NOS2 | ωB97M-V/def2-TZVPD

**SMILES**: OC/C(C=S)=N\S
**LUMO**: -1.25 eV
**Multiplicity**: 1
**HOMO**: -9.12 eV
**Kohn-Sham gap**: 7.9 eV

Positions of all 12 atoms, in Å:
O: 1.89107 -0.77965 0.59654
C: 0.47695 -0.32258 0.90848
C: -0.39082 -0.04426 -0.22760
C: -1.53118 -1.08842 -0.29717
S: -1.80400 -2.26048 0.66264
N: -0.65550 1.02986 -1.00412
S: 0.58402 2.19854 -0.41951
H: 2.09597 -0.22608 -0.34119
H: 0.14972 -1.15255 1.59520
H: 0.69295 0.75625 1.44067
H: -2.22953 -0.99601 -1.17541
H: 0.72035 2.88539 -1.73853

C3H5NOS2 | ωB97M-V/def2-TZVPD

**LUMO**: -0.74 eV
**Multiplicity**: 1
**HOMO**: -8.19 eV
**Kohn-Sham gap**: 7.5 eV

Positions of all 12 atoms, in Å:
C: 0.25504 -0.23218 0.03527
C: -0.07526 2.22156 0.96768
C: 1.47426 1.78665 0.79436
H: -1.30687 -1.24274 -2.13220
H: -0.21209 3.48773 0.87899
H: -0.67921 1.51952 1.91728
H: 1.87276 2.29228 -0.18739
H: 2.01618 1.79597 1.69453
N: 0.09100 -1.56481 0.33468
O: 1.40271 0.23216 0.67573
S: -1.02466 -2.48889 -0.68475
S: -0.44245 1.15060 -0.60924